An isolated molecule of C6H10O, computed with the ωB97M-V functional and the def2-TZVPD basis.

```
17
Properties=species:S:1:pos:R:3:nbo_charge:R:1
H -0.25 0.47 -1.38 0.25
H 0.71 -2.00 -0.32 0.21
H -1.74 -1.87 -0.65 0.21
C 1.77 0.50 -0.68 -0.67
C -1.08 1.37 0.54 -0.06
O 0.20 1.09 1.16 -0.54
C 0.51 0.11 0.16 0.31
H 2.60 0.37 0.01 0.23
H -1.90 1.21 1.27 0.18
H -1.17 2.41 0.19 0.18
H -1.93 -1.10 0.91 0.21
H 0.43 -1.74 1.42 0.22
C -0.86 0.27 -0.49 -0.34
C -1.28 -1.15 0.03 -0.40
C 0.21 -1.38 0.42 -0.43
H 1.79 1.55 -1.02 0.22
H 1.99 -0.11 -1.58 0.22
```

Output
Structure (SMILES)   C[C@]12CC[C@H]1CO2
Orbital gap   10.180 eV
E_HOMO   -9.12 eV
Energy above the lowest of the compared OMol25 structures with the same formula, charge and spin   2.7811 eV
E_tot   -8428.4593 eV

***

C6H10O as an isolated structure, computed with the ωB97M-V functional and the def2-TZVPD basis.

```
17
Properties=species:S:1:pos:R:3:nbo_charge:R:1
H 0.30 -2.00 0.96 0.19
C -0.99 1.77 1.52 -0.79
H 0.29 -0.26 -2.33 0.18
H -0.02 1.81 2.05 0.28
C -0.89 0.48 0.83 0.19
C -0.75 0.61 -0.63 -0.62
H -1.09 2.70 0.93 0.18
H -0.47 1.62 -1.00 0.18
H 1.61 -0.04 0.38 0.20
C 1.43 -0.73 -0.44 -0.45
H -1.74 1.74 2.33 0.25
H -1.79 0.43 -0.96 0.28
C 0.15 -0.46 -1.26 0.12
H 1.24 -2.97 -0.25 0.17
C 0.70 -2.03 -0.06 -0.06
H 2.34 -0.88 -1.03 0.21
O -0.32 -1.79 -1.03 -0.52
```

Output
Orbital gap   8.565 eV
E_HOMO   -8.30 eV
Energy above the lowest of the compared OMol25 structures with the same formula, charge and spin   4.2715 eV
E_tot   -8426.9689 eV

***

C6H10O as an isolated structure, computed with the ωB97M-V functional and the def2-TZVPD basis.

```
17
Properties=species:S:1:pos:R:3:nbo_charge:R:1
O -1.15 0.83 1.10 -0.53
C -0.85 -1.10 0.10 -0.20
H -0.98 -0.78 -1.24 0.29
C 2.37 -0.23 0.01 -0.61
H 2.11 -1.12 -0.57 0.21
H -2.70 -0.58 -1.53 0.25
H 2.70 -0.56 1.00 0.21
H 3.21 0.27 -0.48 0.21
C -1.97 -0.16 0.49 0.01
H 0.33 -0.49 1.70 0.20
H 1.42 1.58 0.75 0.22
H 0.88 1.11 -0.85 0.20
C 1.16 0.71 0.13 -0.42
H -1.69 0.96 -1.38 0.24
H -2.90 -0.41 1.00 0.21
C -0.01 0.00 0.77 0.03
C -1.92 -0.04 -1.00 -0.53
```

Output
Orbital gap   9.573 eV
E_HOMO   -8.62 eV
Energy above the lowest of the compared OMol25 structures with the same formula, charge and spin   4.4064 eV
E_tot   -8426.8339 eV

***

Question: Among the records above, which one has the lowest energy above the lowest of the compared OMol25 structures with the same formula, charge and spin?
Answer: number 1

***

Question: Which of these has the highest orbital gap?
Answer: number 1

***

Question: E_tot of number 2 (C6H10O)?
Answer: -8426.9689 eV

***

Question: Number 2 is which compound?
Answer: C6H10O